[1]
Computed, not measured: a molecular structure, C41H42IIrN9O3S4, with the ωB97M-V functional and the def2-TZVPD basis.

Last column: Löwdin charge in e.
Cartesian coordinates (Å):
Ir  0.12  -0.31  -0.01  0.899
C  -3.77  -3.76  2.10  -0.099
C  -2.33  -4.02  2.52  -0.270
N  -1.63  -2.85  3.03  0.002
C  -0.99  -1.93  2.27  -0.706
S  -1.37  -1.88  0.57  0.711
N  -0.20  -1.09  2.89  0.026
N  0.40  -0.20  2.05  -0.166
C  1.00  0.85  2.57  -0.269
C  0.97  1.11  4.05  -0.007
C  1.61  1.79  1.68  -0.212
C  1.86  3.13  2.03  -0.067
C  2.03  4.09  1.07  -0.079
C  1.92  3.72  -0.31  -0.078
C  1.86  2.43  -0.66  -0.127
N  1.88  1.40  0.32  -0.204
H  -4.21  -4.68  1.71  0.081
H  -3.82  -3.01  1.31  0.022
H  -4.38  -3.42  2.94  0.075
H  -1.77  -4.43  1.68  0.089
H  -2.32  -4.76  3.32  0.116
H  -1.31  -2.86  3.98  0.135
H  0.27  0.44  4.53  0.068
H  0.67  2.14  4.25  0.067
H  1.96  0.96  4.48  0.096
H  1.84  3.40  3.07  0.116
H  2.21  5.12  1.35  0.107
H  1.94  4.48  -1.09  0.111
H  1.88  2.07  -1.68  0.123
C  -6.13  2.41  -1.07  -0.057
O  -5.47  3.60  -0.65  -0.105
C  -4.65  4.15  -1.60  -0.247
C  -5.06  5.27  -2.30  -0.002
C  -4.21  5.86  -3.24  -0.085
C  -2.95  5.32  -3.45  -0.082
C  -2.53  4.21  -2.73  -0.017
C  -3.37  3.61  -1.81  -0.154
N  -3.03  2.53  -0.98  0.156
C  -1.94  1.69  -1.10  -0.327
N  -1.65  1.37  -2.37  0.160
C  -0.67  0.51  -2.88  -0.184
C  0.25  -0.16  -2.09  -0.253
C  1.18  -0.95  -2.81  -0.177
C  1.16  -1.07  -4.19  -0.086
C  0.20  -0.40  -4.94  -0.031
C  -0.71  0.40  -4.29  -0.225
O  -1.69  1.13  -4.90  -0.109
C  -1.86  0.95  -6.29  -0.073
N  -1.29  1.26  -0.04  0.005
C  -1.84  1.77  1.19  -0.217
C  -1.29  2.88  1.80  -0.024
C  -1.76  3.33  3.03  -0.079
C  -2.80  2.67  3.64  -0.072
C  -3.42  1.60  3.02  -0.004
C  -2.97  1.16  1.78  -0.250
O  -3.59  0.22  1.03  -0.125
C  -4.67  -0.48  1.62  -0.078
H  -6.86  2.17  -0.30  0.091
H  -5.43  1.58  -1.18  0.083
H  -6.65  2.58  -2.02  0.096
H  -6.05  5.67  -2.10  0.123
H  -4.54  6.73  -3.78  0.103
H  -2.28  5.78  -4.16  0.105
H  -1.52  3.84  -2.87  0.115
H  -3.49  2.54  -0.08  0.132
H  -2.29  1.73  -3.07  0.131
H  1.93  -1.50  -2.27  0.016
H  1.88  -1.70  -4.68  0.105
H  0.18  -0.51  -6.02  0.102
H  -2.72  1.56  -6.57  0.093
H  -2.07  -0.09  -6.53  0.099
H  -0.98  1.29  -6.84  0.095
H  -0.49  3.39  1.29  0.101
H  -1.30  4.20  3.49  0.107
H  -3.16  3.00  4.61  0.106
H  -4.27  1.12  3.48  0.105
H  -4.99  -1.22  0.89  0.092
H  -5.50  0.20  1.84  0.096
H  -4.36  -0.98  2.54  0.088
S  0.31  -7.31  -1.76  0.593
C  0.67  -5.98  -0.83  -1.079
S  1.06  -4.46  -1.58  0.996
C  1.19  -3.71  -0.03  -1.045
N  0.99  -4.51  0.96  0.022
N  0.74  -5.79  0.52  -0.122
C  0.64  -6.77  1.57  -0.177
C  0.60  -6.32  2.89  -0.038
C  0.51  -7.23  3.93  -0.088
C  0.46  -8.59  3.68  -0.098
C  0.52  -9.03  2.37  -0.081
C  0.61  -8.14  1.31  -0.046
S  1.76  -2.06  0.13  0.612
H  0.66  -5.26  3.08  0.096
H  0.49  -6.86  4.95  0.101
H  0.39  -9.30  4.49  0.099
H  0.50  -10.09  2.15  0.104
H  0.67  -8.50  0.30  0.018
I  4.93  1.57  0.49  0.779
C  3.04  0.54  0.18  -0.661
H  3.04  -0.24  0.94  -0.021
H  3.10  0.13  -0.82  0.029

Its HOMO-LUMO gap (spin up / spin down) is 7.1 / 6.3 eV. Its spin multiplicity is 2. Its net charge is 0. As for the LUMO energy (spin up / spin down): 0.21 / -1.27 eV. As for the expectation value of S²: 0.822. The value obtained for the HOMO energy (spin up / spin down) is -6.912 / -7.555 eV.

***

[2]
Computed, not measured: a molecular structure, C2H4BrNO3, with the ωB97M-V functional and the def2-TZVPD basis.

Last column: Löwdin charge in e.
Cartesian coordinates (Å):
C  0.31  1.01  1.19  -0.141
C  -0.60  0.47  0.18  -0.578
N  0.32  -1.60  -1.29  -0.497
O  -0.32  -2.32  -0.56  0.066
O  0.96  -1.98  -2.25  0.090
O  0.47  -0.29  -1.08  -0.085
Br  -1.43  1.81  -0.91  0.762
H  0.24  0.24  1.91  0.071
H  1.34  1.21  0.85  0.109
H  -0.09  1.96  1.59  0.089
H  -1.20  -0.49  0.38  0.114

Its HOMO-LUMO gap is 11.0 eV. Its net charge is 0. As for the LUMO energy: 0.20 eV. The value obtained for the HOMO energy is -10.782 eV.

***

[3]
Computed, not measured: a molecular structure, C31H53BrNO3P3Pd, with the ωB97M-V functional and the def2-TZVPD basis.

Last column: Löwdin charge in e.
Cartesian coordinates (Å):
C  -0.65  6.04  -4.22  0.061
C  -0.73  4.69  -4.72  -0.132
C  -1.15  4.68  -6.07  0.042
C  -1.24  5.85  -6.87  0.006
N  -1.02  7.08  -6.38  0.316
C  -0.75  7.16  -5.08  -0.008
C  -0.55  3.44  -3.94  0.131
C  -0.44  2.61  -3.01  0.049
C  -1.18  2.01  -1.97  -0.255
C  -0.41  1.84  -0.79  -0.193
C  -1.03  1.22  0.35  -0.264
C  -2.37  0.91  0.38  -0.691
C  -3.19  1.33  -0.67  -0.035
C  -2.58  1.71  -1.90  0.050
Pd  0.65  0.02  -1.09  0.574
P  2.13  -1.47  0.32  0.991
H  -1.44  3.76  -6.56  0.137
H  -0.51  6.26  -3.18  0.130
H  -1.48  5.81  -7.95  0.172
H  -0.58  8.19  -4.71  0.172
H  -3.14  1.87  -2.82  0.134
H  0.53  2.42  -0.79  0.137
H  -4.25  1.27  -0.62  0.129
H  -0.55  1.79  1.10  0.047
C  2.30  -3.20  1.18  -0.345
C  3.14  -4.37  0.65  -0.110
H  1.26  -3.56  1.28  0.053
H  2.62  -3.00  2.21  0.082
H  3.15  -5.19  1.40  0.106
H  2.72  -4.81  -0.27  0.052
H  4.19  -4.11  0.46  0.084
C  2.39  -1.74  -1.54  -0.412
C  3.23  -0.74  -2.30  -0.131
H  1.32  -1.50  -1.90  -0.001
H  2.54  -2.79  -1.81  0.098
H  3.00  -0.86  -3.37  0.098
H  2.95  0.29  -2.04  0.060
H  4.30  -0.87  -2.17  0.089
C  3.53  -0.50  0.95  -0.428
C  5.00  -0.97  0.96  -0.103
H  3.25  -0.25  1.98  0.031
H  3.48  0.45  0.41  0.076
H  5.65  -0.10  1.15  0.097
H  5.21  -1.70  1.75  0.086
H  5.32  -1.39  0.00  0.072
Br  -2.80  -0.41  1.61  1.006
P  -2.03  -3.33  -1.66  1.178
C  -0.27  -3.61  -1.41  -0.391
C  0.11  -5.09  -1.64  -0.107
H  0.00  -3.23  -0.39  0.066
H  0.25  -3.00  -2.19  0.071
H  1.19  -5.23  -1.67  0.063
H  -0.27  -5.72  -0.83  0.093
H  -0.28  -5.45  -2.59  0.088
C  -3.08  -3.63  -0.19  -0.359
C  -4.53  -4.01  -0.51  -0.117
H  -2.99  -2.69  0.41  0.002
H  -2.63  -4.43  0.42  0.102
H  -5.11  -4.15  0.41  0.092
H  -5.09  -3.28  -1.10  0.077
H  -4.62  -4.97  -1.03  0.092
C  -2.46  -1.75  -2.36  -0.387
C  -2.83  -1.97  -3.86  -0.119
H  -1.61  -1.04  -2.25  0.058
H  -3.34  -1.34  -1.83  0.092
H  -3.13  -1.03  -4.33  0.082
H  -1.98  -2.36  -4.44  0.085
H  -3.68  -2.67  -3.97  0.091
C  -2.83  2.77  2.50  -0.077
C  -1.66  2.76  3.45  -0.183
O  -0.43  2.15  2.93  -0.320
P  0.37  0.68  2.95  1.029
O  -0.53  -0.18  4.02  -0.296
C  -0.38  0.02  5.44  -0.213
C  -0.17  1.44  5.89  -0.071
O  1.68  1.18  3.78  -0.258
C  2.60  0.54  4.70  -0.226
C  3.98  1.01  4.34  -0.038
H  -2.56  3.14  1.50  0.087
H  -3.68  3.38  2.87  0.124
H  -3.19  1.74  2.45  -0.015
H  -1.36  3.81  3.63  0.151
H  -1.88  2.28  4.42  0.111
H  -1.31  -0.40  5.84  0.149
H  0.45  -0.63  5.76  0.121
H  -1.13  1.86  6.23  0.099
H  0.53  1.49  6.73  0.108
H  0.21  2.11  5.13  0.065
H  2.34  0.84  5.73  0.136
H  2.52  -0.56  4.64  0.133
H  3.92  2.02  3.92  0.102
H  4.68  1.02  5.18  0.109
H  4.42  0.35  3.59  0.059

Its HOMO-LUMO gap (spin up / spin down) is 7.4 / 4.6 eV. Its spin multiplicity is 5. Its net charge is +4. As for the LUMO energy (spin up / spin down): -11.03 / -13.79 eV. As for the expectation value of S²: 6.030. The value obtained for the HOMO energy (spin up / spin down) is -18.442 / -18.407 eV.

***

Ordered max |F| results: 2.0 4.2 6.1; unit eV/A.